Record 1
An isolated ion of composition C6H10ClN4 and charge +1 at a distorted geometry. Source: the OMol25 dataset; level of theory: the ωB97M-V functional and the def2-TZVPD basis.

```
21
C6H10ClN4 the ωB97M-V functional and the def2-TZVPD basis
N -1.233 -1.772 -0.304
C -2.047 -1.869 0.824
H -1.135 0.260 1.750
C -1.748 0.648 -0.354
N 1.047 0.110 0.249
H -0.842 -0.625 -1.854
Cl -4.564 0.764 -0.364
C -1.118 -0.582 -0.900
H 2.951 -0.312 0.837
H -1.266 1.982 1.474
C -3.126 -0.014 0.075
C 2.441 0.074 -0.067
N 0.498 1.173 0.601
H 2.485 -0.540 -1.064
H -2.074 1.414 -1.091
H -2.006 -2.658 1.534
H 0.922 1.992 0.280
C -0.889 1.053 0.947
H 2.782 1.032 -0.442
H -0.636 -2.502 -0.643
N -3.128 -1.069 0.794
```

Values from the calculation:
2S+1 = 1
total energy = -24856.087 eV
net charge = +1
relative energy (zero: lowest compared OMol25 entry of this formula, charge and spin) = 99.0 kcal/mol
molecular weight = 173.627 g/mol
frontier orbital gap (spin up / spin down) = 7.3 / 6.0 eV
HOMO energy (spin up / spin down) = -11.69 / -11.36 eV


Record 2
A 2-piece molecular cluster, C6H10F5N2PSi overall at a distorted geometry. Source: the OMol25 dataset; level of theory: the ωB97M-V functional and the def2-TZVPD basis.

```
25
C6H10F5N2PSi the ωB97M-V functional and the def2-TZVPD basis
H 2.409 -2.628 -1.537
H 2.908 -1.947 0.020
C 1.486 0.787 -1.582
F -3.359 0.044 0.687
N -1.315 2.705 1.930
C -2.933 1.327 0.693
H 1.777 1.423 -0.743
H -1.266 -0.784 -1.984
F -3.964 2.054 0.243
P -2.397 1.714 2.453
C -0.616 -1.576 -1.549
N -0.448 3.355 1.524
H -0.945 -2.284 -0.742
C 0.264 -0.451 1.063
C 0.825 0.337 1.907
H -0.487 -1.063 1.387
F 1.882 1.077 1.528
F 0.628 0.701 3.238
F -1.972 1.420 -0.145
H 0.692 1.262 -2.224
H -0.170 -2.108 -2.423
Si 0.960 -0.738 -0.757
H 1.588 -2.894 -0.151
C 2.114 -2.156 -0.626
H 2.340 0.421 -2.208
```

Values from the calculation:
2S+1 = 1
total energy = -40115.980 eV
net charge = 0
relative energy (zero: lowest compared OMol25 entry of this formula, charge and spin) = 43.9 kcal/mol
molecular weight = 264.210 g/mol
frontier orbital gap = 8.5 eV
HOMO energy = -8.96 eV


Record 3
C6H10FN in the gas phase at a distorted geometry. Source: the OMol25 dataset; level of theory: the ωB97M-V functional and the def2-TZVPD basis.

```
18
C6H10FN the ωB97M-V functional and the def2-TZVPD basis
C -0.688 -0.823 1.824
H 1.168 -1.159 0.709
C 1.212 0.862 0.983
H -0.116 2.235 0.344
H -0.963 -1.914 1.537
H 2.221 0.875 0.812
H -0.459 -0.809 2.974
H -1.550 -0.037 -2.163
N 0.544 1.641 -0.017
C 0.036 0.868 -1.043
C -0.178 -0.510 -0.529
F 0.100 -1.687 -1.245
H -1.738 -0.200 1.870
C -1.285 0.303 -1.140
C 0.384 -0.418 0.842
H 0.601 0.944 -2.026
H 1.212 1.334 1.966
H -1.982 0.732 -0.314
```

Values from the calculation:
2S+1 = 1
total energy = -10588.554 eV
net charge = 0
relative energy (zero: lowest compared OMol25 entry of this formula, charge and spin) = 58.0 kcal/mol
molecular weight = 115.151 g/mol
frontier orbital gap = 9.7 eV
SMILES string = C[C@@H]1CN[C@@H]2C[C@]12F
HOMO energy = -8.75 eV


Record 4
C6H10IN as an isolated structure at a distorted geometry. Source: the OMol25 dataset; level of theory: the ωB97M-V functional and the def2-TZVPD basis.

```
18
C6H10IN the ωB97M-V functional and the def2-TZVPD basis
H 1.315 -0.996 -0.930
H -0.367 -0.015 -2.072
N -0.727 -2.515 -0.710
C -0.857 -0.202 0.408
H 2.501 0.330 -0.342
H 0.921 1.359 -2.286
C -0.596 -0.176 1.961
H 0.397 0.144 2.233
H -0.692 -1.262 2.284
C -0.876 -1.545 -0.125
H -0.830 1.633 -1.935
I -2.920 0.407 -0.007
C 0.267 0.683 -0.239
C 1.555 -0.143 -0.199
H 1.603 -0.585 0.771
C -0.003 0.970 -1.711
H 0.604 1.590 0.387
H -1.295 0.320 2.514
```

Values from the calculation:
2S+1 = 1
total energy = -15973.616 eV
net charge = 0
relative energy (zero: lowest compared OMol25 entry of this formula, charge and spin) = 9.3 kcal/mol
molecular weight = 223.057 g/mol
frontier orbital gap = 9.8 eV
HOMO energy = -9.87 eV


Record 5
C6H10LuO4 as an isolated structure at a distorted geometry. Source: the OMol25 dataset; level of theory: the ωB97M-V functional and the def2-TZVPD basis.

```
21
C6H10LuO4 the ωB97M-V functional and the def2-TZVPD basis
H -1.638 0.370 -0.104
O 0.253 -2.301 -0.554
O 1.612 0.447 -0.872
H -0.730 -2.847 1.571
O 3.378 1.830 -1.276
C -0.936 -1.690 -0.217
H 0.243 2.014 1.601
Lu -0.765 3.858 -0.826
C -0.739 -0.120 -0.515
O 1.747 2.393 0.261
H 0.372 -2.430 -1.506
C -1.249 -1.946 1.247
H -0.964 -1.131 1.920
C 0.546 0.406 0.082
H -0.698 0.013 -1.603
H -2.323 -2.093 1.371
H 0.874 -0.173 0.960
H -0.204 2.456 -0.162
C 0.559 1.843 0.561
H -1.756 -1.998 -0.869
C 2.416 1.490 -0.739
```

Values from the calculation:
2S+1 = 1
total energy = -48153.751 eV
net charge = +3
relative energy (zero: lowest compared OMol25 entry of this formula, charge and spin) = 0.0 kcal/mol
molecular weight = 321.109 g/mol
frontier orbital gap = 3.1 eV
HOMO energy = -20.17 eV


Record 6
An isolated ion of composition C6H10N and charge +1 at a distorted geometry. Source: the OMol25 dataset; level of theory: the ωB97M-V functional and the def2-TZVPD basis.

```
17
C6H10N the ωB97M-V functional and the def2-TZVPD basis
H -1.180 -1.831 -0.861
C -0.992 -1.151 0.062
H -2.564 0.216 0.071
H 2.451 0.910 -0.763
H -0.888 2.180 -0.288
H -1.500 0.302 -1.332
C 0.677 0.663 0.145
N -1.548 0.110 -0.265
H 2.527 -1.020 0.170
H 1.894 -2.635 0.018
C -0.755 1.196 0.298
C 1.673 -1.598 0.147
H -1.255 -1.633 0.934
C 0.619 -0.797 0.149
C 1.623 1.416 -0.404
H 1.510 2.441 -0.679
H -1.062 1.449 1.465
```

Values from the calculation:
2S+1 = 1
total energy = -7864.889 eV
net charge = +1
relative energy (zero: lowest compared OMol25 entry of this formula, charge and spin) = 33.6 kcal/mol
molecular weight = 96.153 g/mol
frontier orbital gap = 9.5 eV
SMILES string = C=C1C[NH2+]CC1=C
HOMO energy = -13.18 eV